Arrangement w

The molecule C2H3N3, computed with the ωB97M-V functional and the def2-TZVPD basis.

The geometry in XYZ format:
```
8
Properties=species:S:1:pos:R:3:mulliken_charge:R:1
N 0.28 1.30 -0.15 -0.556
C 0.88 0.18 -0.13 0.082
N 0.16 -1.04 -0.28 -0.368
N -0.90 -1.25 0.92 -0.355
C -1.23 -0.81 -0.19 0.283
H 0.95 2.07 -0.08 0.246
H 1.96 0.02 -0.04 0.356
H -2.06 -0.46 -0.79 0.313
```

Properties
HOMO: -10.06 eV
Lowest unoccupied orbital energy: 0.0308 Ha
Structure (SMILES): [H]/N=C/N1C=N1



Arrangement x

A structure of composition C2H3N3, computed with the ωB97M-V functional and the def2-TZVPD basis.

The geometry in XYZ format:
```
8
Properties=species:S:1:pos:R:3:mulliken_charge:R:1
N 1.10 0.27 0.46 -0.252
C 0.28 -0.54 -0.21 0.156
C -1.09 -0.29 0.19 -0.398
N 0.09 1.41 -0.18 -0.340
N -1.14 1.04 0.13 -0.170
H 2.07 0.36 0.14 0.279
H 0.61 -1.30 -0.91 0.327
H -1.92 -0.94 0.39 0.397
```

Properties
HOMO (alpha / beta): -7.75 / -7.75 eV
Lowest unoccupied orbital energy (alpha / beta): -0.0245 / -0.0246 Ha



Arrangement y

The molecule C2H3N3, computed with the ωB97M-V functional and the def2-TZVPD basis.

The geometry in XYZ format:
```
8
Properties=species:S:1:pos:R:3:mulliken_charge:R:1
C 0.03 1.10 -0.06 -0.103
C -1.63 -0.61 -0.10 -0.044
N -1.11 0.41 -0.09 -0.058
N 1.18 0.46 0.00 -0.043
N 1.32 -0.78 -0.15 -0.624
H -0.09 2.11 -0.25 0.374
H -1.83 -1.47 0.49 0.292
H 2.14 -1.22 0.15 0.206
```

Properties
HOMO (alpha / beta): -7.79 / -7.80 eV
Lowest unoccupied orbital energy (alpha / beta): 0.0046 / 0.0046 Ha



Arrangement z

The molecule C2H3N3, computed with the ωB97M-V functional and the def2-TZVPD basis.

The geometry in XYZ format:
```
8
Properties=species:S:1:pos:R:3:mulliken_charge:R:1
N -0.37 -0.72 0.89 0.175
C 0.64 -1.13 0.12 -0.284
N 0.90 0.04 -0.58 -0.183
C 0.01 1.03 -0.17 -0.089
N -0.76 0.59 0.76 -0.521
H -0.91 -1.34 1.46 0.200
H 1.01 -0.33 -1.51 0.315
H 0.02 2.07 -0.46 0.386
```

Properties
HOMO: -9.33 eV
Lowest unoccupied orbital energy: 0.0397 Ha



Which is most stable, and by how much? arrangement z, by 1.683 eV.



Arrangement w

A structure of composition C3H10N2P2, computed with the ωB97M-V functional and the def2-TZVPD basis.

The geometry in XYZ format:
```
17
Properties=species:S:1:pos:R:3:mulliken_charge:R:1
C 2.89 -0.86 0.23 -0.406
C -1.26 1.75 0.21 -1.122
C -1.52 -1.08 -0.49 -1.082
N 0.92 0.19 -1.09 -0.289
N 0.41 -0.11 1.49 -0.761
P 2.51 0.59 -0.50 -0.100
P -0.23 0.21 0.11 0.783
H -0.34 -0.36 2.13 0.215
H 3.83 -1.03 0.66 0.311
H 2.10 -1.52 0.23 0.229
H -2.19 1.48 0.77 0.363
H -0.63 2.38 0.76 0.335
H -1.80 1.98 -0.76 0.333
H -1.75 -1.26 -1.54 0.362
H -0.96 -2.05 -0.15 0.287
H -2.46 -0.59 -0.05 0.278
H 0.49 0.28 -2.01 0.264
```

Properties
HOMO: -8.63 eV
Lowest unoccupied orbital energy: 0.0206 Ha



Arrangement x

The molecule C3H10N2P2, computed with the ωB97M-V functional and the def2-TZVPD basis.

The geometry in XYZ format:
```
17
Properties=species:S:1:pos:R:3:mulliken_charge:R:1
C -2.48 1.56 1.89 -0.877
C 1.71 -1.54 0.20 -1.020
C 1.39 0.63 -1.54 -0.958
N -0.33 -1.82 -1.52 -0.714
N -0.54 0.25 0.79 -0.280
P -2.00 0.53 0.48 0.016
P 0.39 -0.66 -0.77 0.720
H -3.21 1.09 2.52 0.296
H -1.63 2.02 2.30 0.346
H -2.93 2.64 1.55 0.269
H 2.17 -1.81 -0.76 0.328
H 2.48 -1.01 0.81 0.292
H 1.19 -2.29 0.69 0.347
H 1.91 0.04 -2.45 0.293
H 1.09 1.60 -1.87 0.368
H 2.21 0.66 -0.86 0.330
H -1.40 -1.89 -1.45 0.243
```

Properties
HOMO: -8.67 eV
Lowest unoccupied orbital energy: 0.0045 Ha
Structure (SMILES): C/P=N/P(C)(C)=N



Which is most stable, and by how much? arrangement w, by 0.544 eV.



Arrangement w

A structure of composition CH2O3S2, computed with the ωB97M-V functional and the def2-TZVPD basis.

The geometry in XYZ format:
```
8
Properties=species:S:1:pos:R:3:mulliken_charge:R:1
C 0.22 0.42 0.54 0.211
O -1.85 -0.77 -1.71 -0.312
O 0.14 0.48 -0.89 -0.232
O -1.01 0.56 1.03 -0.638
S 0.91 -1.25 0.94 -0.210
S -1.47 0.46 -1.13 0.738
H 0.95 1.16 0.88 0.331
H 2.09 -1.05 0.34 0.112
```

Properties
HOMO: -9.47 eV
Lowest unoccupied orbital energy: -0.0772 Ha



Arrangement x

A cluster of 2 separate species, CH2O3S2 in total, computed with the ωB97M-V functional and the def2-TZVPD basis.

The geometry in XYZ format:
```
8
Properties=species:S:1:pos:R:3:mulliken_charge:R:1
C 2.39 -0.54 -0.22 0.034
O -2.71 1.17 0.69 -0.326
O -1.66 -0.62 -0.46 -0.360
O 1.44 -1.38 -0.47 -0.237
S 2.13 1.00 0.37 -0.141
S -2.82 0.25 -0.36 0.664
H 0.52 -1.25 -0.05 0.301
H 0.72 1.38 0.50 0.065
```

Properties
HOMO: -8.64 eV
Lowest unoccupied orbital energy: -0.0672 Ha



Which is most stable, and by how much? arrangement w, by 0.323 eV.



Arrangement w

The molecule C3H10N2S2, computed with the ωB97M-V functional and the def2-TZVPD basis.

The geometry in XYZ format:
```
17
Properties=species:S:1:pos:R:3:mulliken_charge:R:1
C 1.05 1.13 -0.56 -0.946
C 0.16 -0.86 0.76 -1.359
C -0.10 0.68 0.41 0.385
N -0.60 -1.88 -1.30 -0.689
N 0.41 -1.73 -0.35 0.050
S 0.10 1.54 2.05 -0.183
S -1.69 1.02 -0.48 -0.183
H 0.64 1.11 -1.58 0.329
H 1.96 0.43 -0.53 0.229
H 1.28 2.11 -0.11 0.325
H 0.96 -0.97 1.38 0.597
H -0.60 -1.40 1.35 0.453
H -1.51 -2.26 -0.93 0.257
H -0.80 -0.99 -1.67 0.226
H 1.23 -2.23 -0.55 0.199
H -0.11 2.82 1.51 0.152
H -2.37 1.48 0.59 0.158
```

Properties
HOMO: -8.64 eV
Lowest unoccupied orbital energy: 0.0226 Ha
Structure (SMILES): CC(S)(S)CNN



Arrangement x

The molecule C3H10N2S2, computed with the ωB97M-V functional and the def2-TZVPD basis.

The geometry in XYZ format:
```
17
Properties=species:S:1:pos:R:3:mulliken_charge:R:1
S -0.25 -2.44 0.24 -0.203
S -1.61 -0.93 0.15 -0.081
C -0.61 0.37 0.85 -0.692
C 0.42 0.92 -0.16 0.158
C 0.63 2.35 -0.10 -0.762
N 1.38 2.97 -1.24 -0.555
N 1.63 0.00 -0.26 -0.530
H -0.92 -3.48 0.95 0.152
H -1.30 1.16 1.07 0.380
H -0.22 -0.09 1.90 0.292
H -0.09 0.79 -1.19 0.166
H -0.41 2.77 -0.17 0.381
H 1.15 2.60 0.82 0.248
H 0.95 3.80 -1.58 0.211
H 2.36 3.17 -0.98 0.226
H 2.38 0.43 -0.92 0.288
H 2.00 0.16 0.76 0.322
```

Properties
HOMO: -8.36 eV
Lowest unoccupied orbital energy: 0.0267 Ha
Structure (SMILES): NC[C@@H](N)CSS



Arrangement y

The molecule C3H10N2S2, computed with the ωB97M-V functional and the def2-TZVPD basis.

The geometry in XYZ format:
```
17
Properties=species:S:1:pos:R:3:mulliken_charge:R:1
S -0.97 2.90 -1.39 -0.259
S 1.01 2.60 -0.93 -0.086
C 1.19 1.02 0.02 -0.764
C 0.03 0.07 0.04 0.334
C 0.47 -1.30 0.52 -0.864
N -0.50 -2.33 0.09 -0.592
N -1.03 0.57 0.97 -0.770
H -1.03 2.34 -2.61 0.165
H 2.04 0.60 -0.53 0.332
H 1.55 1.30 1.01 0.394
H -0.49 -0.05 -0.92 0.282
H 1.47 -1.53 0.16 0.439
H 0.48 -1.31 1.61 0.396
H -0.02 -3.10 -0.38 0.215
H -0.94 -2.78 0.88 0.236
H -1.58 1.22 0.42 0.257
H -1.68 -0.22 1.01 0.286
```

Properties
HOMO: -9.02 eV
Lowest unoccupied orbital energy: 0.0212 Ha
Structure (SMILES): NC[C@@H](N)CSS



Which is most stable, and by how much? arrangement y, by 0.978 eV.